This record from the Open Molecules 2025 dataset describes a molecular structure, C4H6IO4 in a non-equilibrium geometry. The level of theory is wB97M-V/def2-TZVPD.

* max |F|: 3.1 eV Å⁻¹
* E_HOMO: -4.5154 eV
* total charge: -1
* 2S+1: 1
* gap between HOMO and LUMO: 0.291 Ha
* energy above the lowest of the compared OMol25 structures with the same formula, charge and spin: 88.2 kJ/mol

Each line ends with the Löwdin charge.
Positions of all 15 atoms, in Å:
C1 -5.123 0.468 1.809  -0.594
C2 0.464 -1.359 1.329  -0.108
C3 0.421 -0.506 0.035  -0.300
C4 -1.053 0.812 1.302  -0.158
O1 -5.316 1.255 1.007  0.155
O2 -5.048 -0.479 2.441  0.163
O3 -1.033 2.061 1.773  -0.160
O4 -0.024 0.772 0.369  -0.147
I1 -3.317 2.590 3.664  0.038
H1 -0.550 -1.129 1.768  0.050
H2 0.451 -2.400 1.134  0.042
H3 1.302 -1.047 1.963  0.079
H4 -0.202 -0.940 -0.851  0.135
H5 1.463 -0.413 -0.268  0.095
H6 -1.865 2.305 2.466  -0.289

---

This record from the Open Molecules 2025 dataset describes a molecular structure, C19H25BN6RhS5 in a non-equilibrium geometry. The level of theory is wB97M-V/def2-TZVPD.

* max |F|: 2.7 eV Å⁻¹
* E_HOMO (alpha / beta): -10.7261 / -10.7270 eV
* total charge: +1
* 2S+1: 1
* gap between HOMO and LUMO (alpha / beta): 0.198 / 0.198 Ha
* energy above the lowest of the compared OMol25 structures with the same formula, charge and spin: 0.0 kJ/mol

Each line ends with the Löwdin charge.
Positions of all 57 atoms, in Å:
Rh1 -0.527 -0.721 -0.538  0.841
C1 1.915 -2.412 -2.405  -0.033
C2 2.462 -1.444 -1.421  -0.308
C3 3.765 -1.091 -1.084  0.047
C4 3.651 -0.122 -0.090  -0.243
C5 4.737 0.592 0.621  -0.003
N1 2.341 0.077 0.138  0.038
N2 1.631 -0.727 -0.665  -0.004
B1 1.621 1.040 1.104  -0.478
N3 0.714 1.932 0.224  0.037
N4 -0.163 1.410 -0.653  0.008
C6 -0.681 2.390 -1.389  -0.307
C7 -1.674 2.158 -2.470  -0.010
C8 -0.125 3.595 -0.965  0.041
C9 0.752 3.269 0.059  -0.248
C10 1.589 4.202 0.851  -0.004
N5 0.767 0.169 2.050  0.033
N6 -0.085 -0.765 1.588  -0.009
C11 -0.581 -1.450 2.616  -0.317
C12 -1.559 -2.552 2.428  -0.035
C13 -0.023 -0.944 3.789  0.042
C14 0.822 0.084 3.394  -0.249
C15 1.650 0.954 4.265  -0.006
H1 2.712 -2.933 -2.924  0.087
H2 1.299 -1.882 -3.135  0.074
H3 1.289 -3.141 -1.885  0.073
H4 4.673 -1.481 -1.494  0.118
H5 5.701 0.234 0.271  0.090
H6 4.673 0.426 1.695  0.088
H7 4.680 1.664 0.438  0.089
H8 2.395 1.688 1.703  0.118
H9 -1.772 1.091 -2.683  0.048
H10 -1.360 2.674 -3.375  0.093
H11 -2.640 2.566 -2.176  0.093
H12 -0.341 4.568 -1.352  0.121
H13 1.343 5.223 0.571  0.090
H14 2.649 4.034 0.668  0.089
H15 1.407 4.077 1.915  0.087
H16 -1.513 -2.925 1.400  0.061
H17 -2.567 -2.193 2.637  0.080
H18 -1.344 -3.365 3.117  0.090
H19 -0.204 -1.281 4.788  0.120
H20 1.434 0.724 5.306  0.090
H21 1.429 2.005 4.085  0.086
H22 2.713 0.798 4.081  0.088
C16 -4.139 -3.525 -3.915  -0.373
S1 -5.064 -1.987 -3.674  0.875
C17 -4.527 -1.414 -2.120  -0.959
C18 -3.273 -1.408 -1.563  -1.099
S2 -1.767 -1.962 -2.161  0.633
S3 -3.088 -0.600 -0.025  0.838
C19 -4.780 -0.087 0.124  -1.411
S4 -5.307 0.804 1.386  0.654
S5 -5.776 -0.576 -1.218  0.957
H23 -4.481 -3.931 -4.863  0.045
H24 -4.373 -4.213 -3.109  0.053
H25 -3.077 -3.314 -3.960  -0.021

---

This record from the Open Molecules 2025 dataset describes a single C4H10N2O molecule in a non-equilibrium geometry. The level of theory is wB97M-V/def2-TZVPD.

* max |F|: 2.5 eV Å⁻¹
* structure (SMILES): CCC(=O)NCN
* E_HOMO: -9.2004 eV
* total charge: 0
* 2S+1: 1
* gap between HOMO and LUMO: 0.371 Ha
* energy above the lowest of the compared OMol25 structures with the same formula, charge and spin: 140.5 kJ/mol

Each line ends with the Löwdin charge.
Positions of all 17 atoms, in Å:
C1 -2.509 1.007 -0.978  -0.094
C2 -1.091 1.452 -0.732  -0.188
C3 -0.134 0.735 0.185  -0.487
O1 -0.109 0.995 1.373  0.070
N1 0.629 -0.299 -0.333  0.049
C4 0.936 -1.428 0.544  -0.287
N2 2.201 -2.052 0.241  0.005
H1 -3.047 0.773 -0.058  0.080
H2 -3.062 1.781 -1.504  0.071
H3 -2.582 0.135 -1.635  0.074
H4 -0.546 1.524 -1.688  0.113
H5 -1.062 2.470 -0.332  0.115
H6 1.207 -0.063 -1.107  0.121
H7 0.969 -1.033 1.549  0.106
H8 0.062 -2.103 0.478  0.121
H9 2.329 -2.295 -0.739  0.066
H10 2.249 -2.973 0.650  0.065

---

This record from the Open Molecules 2025 dataset describes a single C3H9NO3 molecule in a non-equilibrium geometry. The level of theory is wB97M-V/def2-TZVPD.

* max |F|: 3.5 eV Å⁻¹
* structure (SMILES): C[C@](O)(CO)ON
* E_HOMO: -9.9054 eV
* total charge: 0
* 2S+1: 1
* gap between HOMO and LUMO: 0.394 Ha
* energy above the lowest of the compared OMol25 structures with the same formula, charge and spin: 361.5 kJ/mol

Each line ends with the Löwdin charge.
Positions of all 16 atoms, in Å:
C1 1.092 0.184 1.145  -0.007
C2 0.017 -0.121 0.169  -0.643
O1 -1.115 -0.255 0.928  0.015
C3 0.276 -1.345 -0.669  -0.169
O2 -0.794 -1.526 -1.633  -0.112
O3 -0.151 0.969 -0.864  -0.190
N1 -0.614 2.172 -0.361  0.031
H1 0.663 0.373 2.184  0.115
H2 1.748 1.048 0.817  0.106
H3 1.743 -0.775 1.068  0.115
H4 -1.718 -0.763 0.293  0.148
H5 1.129 -1.385 -1.449  0.163
H6 0.275 -2.274 -0.058  0.142
H7 -1.010 -0.625 -2.045  0.125
H8 -0.037 2.498 0.371  0.050
H9 -1.506 1.827 0.103  0.110

---

What is the formula in the second record? C19H25BN6RhS5